# 1
C6H12O | ωB97M-V with the def2-TZVPD basis set

```
19
Properties=species:S:1:pos:R:3:forces:R:3
C -0.42371 0.97189 1.66250 1.3 -0.7 0.2
C -0.03367 0.82814 0.19608 1.3 -0.6 -0.9
C 1.50049 0.03857 0.00007 -1.0 0.5 -0.3
C 1.34089 -0.09581 -1.48462 0.2 0.0 -0.3
O 0.00279 -0.53073 -1.70546 -0.1 -0.2 -0.4
C -0.87748 -0.06946 -0.68295 -0.1 0.1 0.0
C -1.49437 -1.26596 0.04371 0.0 0.0 0.0
H 0.55507 0.47385 1.68853 -0.4 0.3 3.5
H -0.42893 1.97741 2.10502 0.1 -0.4 -0.4
H -1.21049 0.33894 2.08860 0.2 0.2 -0.5
H 0.13557 1.81683 -0.23572 -0.1 -0.2 -0.3
H 1.67276 -0.96622 0.46349 -0.9 0.8 0.0
H 2.40371 0.62070 0.27918 -0.8 0.2 -0.1
H 1.98517 -0.81554 -1.99241 0.0 0.0 0.1
H 1.51863 0.89981 -1.91772 -0.1 -0.2 -0.3
H -1.68867 0.50250 -1.15541 0.1 0.0 0.0
H -0.76631 -1.76431 0.69487 -0.1 0.1 -0.1
H -2.35704 -0.97038 0.65339 0.2 0.0 -0.2
H -1.83442 -1.99021 -0.70116 0.0 0.1 0.1
```
Positions in Å, forces in eV/Å.

Results
* energy above the lowest of the compared OMol25 structures with the same formula, charge and spin: 53.6 kcal/mol
* multiplicity: 1
* calculated total energy: -8462.0292 eV
* LUMO: 1.119 eV
* SMILES string: C[C@@H]1OCC[C@@H]1C

---

# 2
C6H12O | ωB97M-V with the def2-TZVPD basis set

```
19
Properties=species:S:1:pos:R:3:forces:R:3
C 2.30270 0.55123 -0.41535 0.1 0.1 0.0
C 1.21300 -0.43925 -0.79973 0.0 0.0 0.0
C -0.15993 0.19313 -0.90593 -0.1 0.0 0.0
C -1.33259 -0.71607 -0.79942 -0.4 -0.5 -0.2
C -1.08830 0.29913 0.28610 0.4 -0.5 0.5
C -0.57385 -0.05129 1.69831 -0.1 -0.1 -0.7
O -1.60494 -0.11591 2.66942 -0.1 0.0 0.1
H 2.33553 1.38332 -1.12765 0.0 -0.1 0.1
H 3.28663 0.07348 -0.40529 -0.1 0.1 0.0
H 2.11690 0.97186 0.57876 0.0 0.0 -0.1
H 1.19214 -1.28019 -0.09489 0.0 0.2 -0.1
H 1.43012 -0.88207 -1.78118 0.1 0.1 0.1
H -0.21285 0.99070 -1.64545 -0.1 -0.1 0.1
H -2.16326 -0.49002 -1.47065 0.1 -0.3 0.4
H -1.22092 -1.75581 -0.53816 0.3 -0.3 -0.3
H -1.96135 0.91423 0.19505 0.3 1.4 0.6
H -0.09537 -1.03826 1.64800 0.0 0.1 0.0
H 0.17794 0.65825 2.08584 -0.3 -0.1 -0.4
H -2.43562 0.03141 2.22097 -0.3 0.0 0.0
```
Positions in Å, forces in eV/Å.

Results
* energy above the lowest of the compared OMol25 structures with the same formula, charge and spin: 36.6 kcal/mol
* multiplicity: 1
* calculated total energy: -8462.7653 eV
* LUMO: 1.043 eV
* SMILES string: CC[C@H]1C[C@H]1CO

---

# 3
C6H12O | ωB97M-V with the def2-TZVPD basis set

```
19
Properties=species:S:1:pos:R:3:forces:R:3
C -1.15158 0.29825 -0.27516 0.8 -0.2 -0.3
C -0.62277 -0.41369 0.98421 0.1 -0.1 -0.1
C 0.65751 -0.94567 0.30219 0.1 -1.0 0.1
C -0.99454 1.80518 -0.30993 0.1 0.1 -0.1
C 1.96589 -0.33200 0.78667 0.1 -0.1 -0.2
C 0.21727 -0.47250 -1.09485 -0.1 4.2 1.3
O 0.85015 0.01214 -1.99996 -0.4 -1.0 0.3
H -2.18927 0.04521 -0.51560 0.1 -0.1 -0.2
H -0.70508 -1.93441 -1.71416 -1.6 1.6 0.5
H -1.28376 -1.19624 1.35369 0.0 -0.1 -0.1
H -0.42108 0.24556 1.83008 0.1 0.1 -0.1
H 0.75310 -2.03250 0.32790 0.0 0.0 0.2
H -1.10994 -1.15124 -1.47629 0.8 -3.2 -1.1
H -1.68628 2.29789 0.37784 -0.1 -0.1 0.0
H -1.19547 2.19692 -1.30680 0.0 0.0 -0.1
H 0.00725 2.12797 -0.02854 0.1 -0.1 0.0
H 2.19103 -0.68975 1.79357 -0.1 0.0 0.0
H 2.79338 -0.61761 0.13858 0.0 0.0 0.0
H 1.92418 0.75651 0.82658 -0.1 0.0 -0.1
```
Positions in Å, forces in eV/Å.

Results
* energy above the lowest of the compared OMol25 structures with the same formula, charge and spin: 89.4 kcal/mol
* multiplicity: 1
* calculated total energy: -8460.4783 eV
* LUMO: 0.721 eV

---

# 4
C6H12O | ωB97M-V with the def2-TZVPD basis set

```
19
Properties=species:S:1:pos:R:3:forces:R:3
C -1.21307 -0.53310 1.64499 -0.1 0.0 0.0
C 0.05950 -0.85348 0.85475 -0.1 -0.1 0.0
C 0.42807 0.18151 -0.19719 0.3 -0.1 0.4
C 0.62392 1.58156 0.34760 0.0 0.1 0.0
C 1.33440 -0.29578 -1.31838 0.1 0.0 0.0
C -0.10172 0.04542 -1.58712 0.3 0.2 -0.4
O -0.94599 -1.01772 -1.92707 -0.3 0.0 0.1
H -2.09711 -0.45749 0.99809 0.2 0.0 0.0
H -1.12259 0.41083 2.19521 0.0 -0.1 -0.1
H -1.41752 -1.31766 2.38211 0.0 0.1 -0.1
H -0.04771 -1.83424 0.37780 0.0 0.2 0.0
H 0.89171 -0.93627 1.56941 -0.1 0.0 -0.2
H -0.34524 2.02721 0.61508 0.3 0.0 -0.1
H 1.24831 1.56124 1.25480 -0.1 0.0 -0.3
H 1.11587 2.23287 -0.38626 -0.2 -0.1 0.1
H 1.59271 -1.35439 -1.34679 -0.1 0.2 0.1
H 2.11430 0.37097 -1.68437 -0.2 -0.1 0.0
H -0.28710 0.95639 -2.16300 0.0 -0.1 0.2
H -1.83074 -0.76787 -1.62966 0.1 -0.2 -0.1
```
Positions in Å, forces in eV/Å.

Results
* energy above the lowest of the compared OMol25 structures with the same formula, charge and spin: 25.3 kcal/mol
* multiplicity: 1
* calculated total energy: -8463.2584 eV
* LUMO: 0.898 eV
* SMILES string: CC[C@@]1(C)C[C@H]1O

---

# 5
C6H12O | ωB97M-V with the def2-TZVPD basis set

```
19
Properties=species:S:1:pos:R:3:forces:R:3
C 1.80272 -1.01546 0.09583 0.2 -0.4 0.1
C 1.44527 1.18579 -0.60902 -0.1 0.3 -0.1
C 0.14673 1.08157 -0.02569 -0.1 0.1 -0.1
C -1.06936 0.79439 -0.89553 0.0 0.0 -0.1
C -1.95743 -0.13424 -0.07046 0.0 0.0 0.0
C -0.95978 -1.09991 0.57974 -0.2 -0.1 0.0
O 0.22847 -0.32180 0.77431 0.1 0.0 0.0
H 2.73079 -0.60774 0.47595 -0.2 0.0 -0.1
H 1.51360 -1.90946 0.66072 0.0 0.2 -0.1
H 1.82678 -1.21552 -0.96926 0.0 0.1 0.2
H 2.17613 1.83135 -0.12597 -0.1 -0.1 0.0
H 1.51695 1.15565 -1.69586 0.0 0.0 0.1
H -0.08320 1.75735 0.80393 0.0 -0.1 -0.1
H -1.57850 1.72000 -1.18271 0.1 -0.1 0.1
H -0.73868 0.29320 -1.81452 0.0 0.1 0.1
H -2.71009 -0.66525 -0.66333 0.1 0.1 0.1
H -2.48272 0.43669 0.70453 0.1 -0.1 -0.1
H -1.31526 -1.51051 1.53127 0.1 0.1 -0.1
H -0.72567 -1.93723 -0.09316 0.0 0.1 0.1
```
Positions in Å, forces in eV/Å.

Results
* energy above the lowest of the compared OMol25 structures with the same formula, charge and spin: 118.9 kcal/mol
* multiplicity: 1
* calculated total energy: -8459.1991 eV
* LUMO: 1.003 eV

---

# 6
C6H12O | ωB97M-V with the def2-TZVPD basis set

```
19
Properties=species:S:1:pos:R:3:forces:R:3
C 1.83929 -0.95788 -0.79544 -0.1 0.0 0.0
C 1.16219 0.23290 -0.28046 0.0 -0.3 0.0
O 0.00350 2.50291 -0.31536 0.1 0.1 0.0
C -0.63063 1.61240 0.56200 -0.3 -0.2 0.2
C -0.26451 0.15381 0.16520 0.1 0.1 0.0
C -0.45654 -0.80629 1.35285 0.1 -0.1 0.1
C -1.16112 -0.28515 -1.01104 0.0 0.0 -0.1
H 2.55694 -0.67498 -1.57588 -0.1 -0.1 0.2
H 2.48300 -1.21852 0.06499 0.0 0.0 0.0
H 1.26244 -1.84516 -1.09421 0.0 0.1 0.1
H 0.89979 2.09394 -0.39556 -0.1 0.3 -0.1
H -1.71174 1.78095 0.49185 0.1 -0.1 0.0
H -0.32919 1.79033 1.60943 0.0 0.0 -0.2
H 0.20994 -0.56132 2.18775 -0.1 0.0 -0.2
H -0.29821 -1.85362 1.07305 0.0 0.2 0.0
H -1.48678 -0.71042 1.71922 0.2 0.0 -0.1
H -0.90080 -1.28367 -1.37845 0.0 0.2 0.0
H -1.09519 0.43141 -1.83534 0.0 -0.1 0.1
H -2.20286 -0.31208 -0.66907 0.2 0.0 0.0
```
Positions in Å, forces in eV/Å.

Results
* energy above the lowest of the compared OMol25 structures with the same formula, charge and spin: 88.7 kcal/mol
* multiplicity: 1
* calculated total energy: -8460.5062 eV
* LUMO: -0.180 eV

---

# 7
C6H12O | ωB97M-V with the def2-TZVPD basis set

```
19
Properties=species:S:1:pos:R:3:forces:R:3
C -1.00285 0.25427 -2.36130 0.0 0.0 -0.3
O -1.05768 0.33321 -0.96000 0.0 0.0 0.1
C -0.19077 -0.57953 -0.33980 0.1 -0.2 0.0
C 1.32501 -0.27718 -0.42073 0.1 0.1 -0.1
C 1.40476 -0.37923 1.12198 0.1 0.0 0.1
C -0.14431 -0.44733 1.20157 0.0 0.0 0.1
C -0.80411 0.80058 1.77090 0.0 0.0 0.0
H -1.26679 -0.75410 -2.71781 0.0 0.1 0.1
H -0.00316 0.50625 -2.74789 -0.1 0.0 0.1
H -1.72543 0.97100 -2.75939 0.1 -0.1 0.1
H -0.43282 -1.60354 -0.67026 0.0 0.1 0.0
H 1.93716 -0.98120 -0.99305 -0.1 0.1 0.1
H 1.51240 0.73426 -0.79487 0.0 -0.1 0.1
H 1.84929 0.48441 1.62819 -0.1 -0.1 -0.1
H 1.90928 -1.28162 1.47897 -0.1 0.1 -0.1
H -0.52376 -1.33220 1.72434 0.0 0.1 -0.1
H -0.52326 0.92040 2.82417 0.0 0.0 -0.2
H -0.49468 1.69748 1.22479 0.0 -0.1 0.1
H -1.89546 0.74025 1.71048 0.2 0.0 0.0
```
Positions in Å, forces in eV/Å.

Results
* energy above the lowest of the compared OMol25 structures with the same formula, charge and spin: 31.4 kcal/mol
* multiplicity: 1
* calculated total energy: -8462.9918 eV
* LUMO: 1.144 eV
* SMILES string: CO[C@H]1CC[C@H]1C

---

# 8
C6H12O | ωB97M-V with the def2-TZVPD basis set

```
19
Properties=species:S:1:pos:R:3:forces:R:3
C -0.13057 1.04639 1.73586 -1.6 -0.8 3.9
C -0.07338 0.49118 0.32422 0.1 0.3 -2.8
C 0.84034 1.53623 0.31751 1.0 0.3 -1.3
C 1.28491 -1.15819 -0.93915 -1.6 0.9 2.0
C 0.37285 -0.83388 0.06894 1.4 -1.3 0.1
C -0.23184 -1.84186 1.01932 1.5 -0.8 -0.1
H -0.31905 2.10081 1.94855 -0.2 0.2 -0.2
H -1.05713 0.54378 2.23806 1.1 0.9 -1.2
H 0.68180 0.72203 2.44532 -0.2 0.3 -0.6
H 1.84134 1.45018 0.79388 0.0 -0.2 -0.7
H 0.68343 2.47148 -0.27398 -0.5 -0.2 1.5
H 1.81524 -2.10242 -0.92188 -0.5 -0.1 -0.4
H 1.46793 -0.40503 -1.69490 0.4 -0.1 0.0
H -1.28962 -1.80499 1.02601 -1.2 0.2 -0.3
H 0.05916 -2.86813 0.79500 0.0 0.0 -0.2
H 0.06440 -1.67013 2.04884 0.2 0.2 0.3
H -1.12724 0.42582 -1.61926 -0.4 0.0 -0.1
H -2.22143 -0.00443 -2.66137 0.4 0.2 0.3
O -1.62158 0.71272 -2.41056 0.0 -0.1 -0.1
```
Positions in Å, forces in eV/Å.

Results
* energy above the lowest of the compared OMol25 structures with the same formula, charge and spin: 141.0 kcal/mol
* multiplicity: 1
* calculated total energy: -8458.2390 eV
* LUMO: -0.358 eV